# 1
A 5-piece molecular cluster, C38H59ClN7O7P2S2Si overall at a distorted geometry. Source: OMol25; level of theory: ωB97M-V/def2-TZVPD.

The HOMO-LUMO gap is 0.256 Ha. The energy above the lowest of the compared OMol25 structures with the same formula, charge and spin is 0.0 kcal/mol. Its charge is -1. The value obtained for the max |F| is 4.0 eV Å⁻¹. For the LUMO energy, the calculation gives 0.075 Ha.

Cartesian coordinates (Å):
C (1.147, -1.477, 5.904)
C (0.639, -2.696, 5.130)
C (0.907, -2.718, 3.626)
C (0.345, -1.547, 2.809)
C (-0.960, -1.003, 3.407)
C (-2.102, -1.988, 3.229)
O (-2.900, -1.594, 2.114)
Si (-4.285, -2.471, 1.861)
C (-5.655, -1.809, 2.986)
C (-4.836, -2.410, 0.071)
C (-4.103, -4.299, 2.308)
O (-0.054, -1.866, 1.493)
P (1.134, -1.650, 0.291)
S (2.646, -1.223, -1.354)
C (0.172, -0.069, -0.323)
C (-1.366, -0.208, -0.369)
C (-2.117, 0.838, 0.481)
C (-3.009, 1.760, -0.345)
S (-4.629, 1.796, 0.451)
O (-4.486, 1.877, 1.864)
O (-5.431, 0.715, -0.009)
Cl (-5.572, 3.542, -0.133)
P (0.106, -2.875, -1.317)
N (-0.180, -2.063, -2.667)
N (2.062, -3.074, 0.951)
C (1.360, -4.343, 0.987)
C (3.437, -3.183, 0.699)
C (3.954, -4.285, -0.228)
O (4.268, -2.483, 1.244)
O (2.010, -0.598, 1.371)
C (1.424, -0.454, 2.602)
O (2.541, -0.497, 3.567)
C (2.929, 0.670, 3.856)
N (3.212, 1.785, 4.133)
H (2.213, -1.498, 6.075)
H (0.940, -0.548, 5.391)
H (0.604, -1.422, 6.841)
H (-0.403, -2.867, 5.371)
H (1.161, -3.555, 5.543)
H (0.435, -3.613, 3.237)
H (1.963, -2.864, 3.456)
H (-0.839, -0.673, 4.431)
H (-1.239, -0.126, 2.837)
H (-1.709, -2.983, 3.057)
H (-2.725, -1.984, 4.127)
H (-5.580, -0.730, 3.052)
H (-5.574, -2.254, 3.969)
H (-6.615, -2.074, 2.558)
H (-5.839, -2.801, -0.036)
H (-4.766, -1.397, -0.308)
H (-4.201, -3.078, -0.501)
H (-3.567, -4.427, 3.243)
H (-3.529, -4.819, 1.549)
H (-5.069, -4.773, 2.430)
H (3.666, -0.627, -0.717)
H (0.498, 0.169, -1.317)
H (0.447, 0.794, 0.266)
H (-1.744, -1.199, -0.162)
H (-1.659, 0.004, -1.393)
H (-1.461, 1.412, 1.120)
H (-2.762, 0.270, 1.145)
H (-2.673, 2.786, -0.324)
H (-3.170, 1.419, -1.356)
H (0.920, -3.983, -1.664)
H (-1.091, -3.445, -0.801)
H (-1.186, -2.104, -2.797)
H (1.719, -4.921, 1.840)
H (0.289, -4.243, 1.113)
H (1.519, -4.988, 0.128)
H (3.840, -3.989, -1.261)
H (5.006, -4.424, -0.032)
H (3.485, -5.243, -0.046)
H (1.019, 0.558, 2.582)
N (1.966, 1.756, -3.468)
C (3.090, 1.964, -2.789)
C (3.932, 3.045, -3.012)
C (3.593, 3.955, -3.996)
C (2.425, 3.753, -4.715)
C (1.652, 2.643, -4.409)
H (3.325, 1.225, -2.030)
H (4.834, 3.161, -2.427)
H (4.228, 4.808, -4.204)
H (2.120, 4.440, -5.495)
H (0.728, 2.447, -4.944)
N (6.272, 0.917, -3.963)
C (7.416, 1.483, -4.336)
C (8.616, 0.796, -4.444)
C (8.625, -0.557, -4.144)
C (7.443, -1.162, -3.751)
C (6.297, -0.383, -3.679)
H (7.362, 2.545, -4.558)
H (9.517, 1.308, -4.755)
H (9.541, -1.130, -4.213)
H (7.406, -2.214, -3.506)
H (5.347, -0.815, -3.379)
N (1.762, 5.918, -8.287)
C (0.768, 5.087, -8.601)
C (-0.515, 5.507, -8.917)
C (-0.786, 6.864, -8.903)
C (0.233, 7.743, -8.577)
C (1.482, 7.219, -8.280)
H (1.023, 4.033, -8.596)
H (-1.281, 4.786, -9.167)
H (-1.776, 7.231, -9.141)
H (0.065, 8.811, -8.552)
H (2.309, 7.872, -8.023)
N (-6.987, 1.977, 5.236)
C (-7.173, 1.767, 6.537)
C (-6.199, 1.260, 7.384)
C (-4.960, 0.950, 6.847)
C (-4.747, 1.159, 5.496)
C (-5.788, 1.674, 4.735)
H (-8.158, 2.021, 6.916)
H (-6.408, 1.113, 8.435)
H (-4.172, 0.550, 7.474)
H (-3.796, 0.930, 5.035)
H (-5.659, 1.854, 3.676)

Forces on atoms 1 to 2 (eV/Å):
-0.6 0.0 -0.1
0.6 0.2 0.1

Atom charges from the Löwdin analysis, given in e for atoms 1 to 8: -0.094, -0.221, -0.119, -0.402, -0.067, -0.220, -0.226, 0.431

=====

# 2
A 3-piece molecular cluster, C3H13NO2S overall at a distorted geometry. Source: OMol25; level of theory: ωB97M-V/def2-TZVPD.

The HOMO-LUMO gap is 0.341 Ha. The energy above the lowest of the compared OMol25 structures with the same formula, charge and spin is 22.7 kcal/mol. Its charge is 0. The value obtained for the max |F| is 1.3 eV Å⁻¹. For the LUMO energy, the calculation gives 0.022 Ha.

Cartesian coordinates (Å):
C (-0.165, 0.850, 2.094)
N (0.225, -0.408, 1.477)
C (-0.233, -0.660, 0.133)
C (0.639, 0.116, -0.891)
S (1.297, -0.881, -2.274)
H (0.262, 1.672, 1.535)
H (-1.254, 0.904, 2.188)
H (0.282, 0.877, 3.087)
H (0.184, -1.235, 2.051)
H (-1.274, -0.355, -0.018)
H (-0.070, -1.716, -0.062)
H (1.531, 0.398, -0.336)
H (0.149, 0.996, -1.315)
H (0.457, -1.910, -2.204)
O (-3.437, 3.242, -2.171)
H (-3.855, 2.698, -2.838)
H (-2.487, 3.113, -2.197)
O (2.267, -2.751, 0.615)
H (2.341, -1.850, 0.325)
H (3.142, -3.101, 0.800)

Forces on atoms 1 to 2 (eV/Å):
0.1 -1.2 0.3
0.6 0.0 -0.2

Atom charges from the natural (NBO) analysis, given in e for atoms 1 to 8: -0.412, -0.650, -0.234, -0.530, -0.059, 0.191, 0.171, 0.205

=====

# 3
The molecule C5H14N2O at a distorted geometry. Source: OMol25; level of theory: ωB97M-V/def2-TZVPD.

The HOMO-LUMO gap is 0.354 Ha. The energy above the lowest of the compared OMol25 structures with the same formula, charge and spin is 48.9 kcal/mol. Its charge is 0. The value obtained for the max |F| is 1.3 eV Å⁻¹. For the LUMO energy, the calculation gives 0.037 Ha.

Cartesian coordinates (Å):
N (-3.465, -0.306, 1.055)
C (-2.615, 0.866, 0.735)
C (-1.507, 0.500, -0.217)
N (-0.392, -0.175, 0.409)
C (0.391, -1.051, -0.458)
C (1.506, -0.317, -1.177)
C (2.433, 0.483, -0.212)
O (3.761, -0.064, -0.301)
H (-4.442, -0.061, 1.171)
H (-3.125, -0.709, 1.915)
H (-3.221, 1.668, 0.333)
H (-2.215, 1.280, 1.669)
H (-1.952, -0.084, -1.034)
H (-1.140, 1.401, -0.732)
H (-0.646, -0.642, 1.262)
H (0.783, -1.809, 0.202)
H (-0.238, -1.557, -1.180)
H (2.206, -0.982, -1.689)
H (1.124, 0.371, -1.930)
H (2.089, 0.419, 0.817)
H (2.444, 1.512, -0.546)
H (4.399, 0.660, -0.201)

Forces on atoms 1 to 2 (eV/Å):
0.3 0.3 -0.2
-0.4 -0.3 0.8

Atom charges from the natural (NBO) analysis, given in e for atoms 1 to 8: -0.850, -0.230, -0.224, -0.638, -0.213, -0.437, -0.062, -0.739

=====

# 4
C32H37N10O2STi as an isolated structure at a distorted geometry. Source: OMol25; level of theory: ωB97M-V/def2-TZVPD.

The HOMO-LUMO gap (alpha / beta) is 0.209 / 0.257 Ha. The energy above the lowest of the compared OMol25 structures with the same formula, charge and spin is 12.3 kcal/mol. Its charge is +1. The value obtained for the max |F| is 1.0 eV Å⁻¹. As for the spin multiplicity: 3. For the LUMO energy (alpha / beta), the calculation gives -0.103 / -0.108 Ha.

Cartesian coordinates (Å):
Ti (-0.123, 0.309, 0.338)
C (-2.050, 0.400, -3.694)
C (-1.228, 0.182, -2.461)
N (-1.324, 0.876, -1.365)
C (-2.197, 2.028, -1.236)
C (-1.452, 3.108, -0.456)
N (-0.708, 2.553, 0.688)
C (-1.372, 2.614, 2.007)
C (-2.320, 1.446, 2.241)
N (-1.670, 0.168, 1.896)
C (-1.341, -0.796, 2.981)
C (-0.035, -1.593, 2.737)
N (0.334, -1.532, 1.336)
C (0.964, -2.442, 0.678)
C (1.543, -3.673, 1.298)
C (0.905, -2.229, -0.781)
C (1.385, -3.051, -1.775)
C (1.024, -2.791, -3.107)
C (0.147, -1.757, -3.397)
C (-0.303, -0.936, -2.366)
N (0.131, -1.149, -1.096)
H (-3.086, 0.603, -3.427)
H (-2.039, -0.478, -4.332)
H (-1.685, 1.247, -4.281)
H (-3.106, 1.720, -0.709)
H (-2.505, 2.432, -2.203)
H (-2.149, 3.890, -0.135)
H (-0.721, 3.569, -1.121)
H (0.172, 3.045, 0.779)
H (-1.906, 3.562, 2.131)
H (-0.580, 2.556, 2.753)
H (-3.217, 1.545, 1.627)
H (-2.643, 1.446, 3.284)
H (-2.280, -0.321, 1.242)
H (-2.180, -1.489, 3.091)
H (-1.233, -0.237, 3.908)
H (-0.181, -2.629, 3.057)
H (0.772, -1.172, 3.340)
H (2.225, -3.402, 2.104)
H (2.080, -4.281, 0.576)
H (0.745, -4.284, 1.728)
H (2.014, -3.899, -1.541)
H (1.396, -3.425, -3.899)
H (-0.178, -1.594, -4.415)
N (4.848, 6.261, 4.486)
C (4.183, 5.086, 4.223)
C (2.798, 4.993, 4.399)
C (2.135, 3.819, 4.105)
C (2.832, 2.720, 3.615)
C (4.210, 2.798, 3.448)
C (4.877, 3.968, 3.743)
S (1.966, 1.224, 3.308)
O (0.698, 1.319, 4.005)
O (2.835, 0.121, 3.617)
N (1.531, 1.195, 1.739)
C (2.447, 1.196, 0.741)
N (1.839, 0.962, -0.444)
C (2.594, 0.852, -1.533)
C (3.960, 1.028, -1.476)
C (4.488, 1.316, -0.220)
N (3.760, 1.397, 0.883)
H (4.388, 6.939, 5.067)
H (5.845, 6.213, 4.608)
H (2.249, 5.843, 4.785)
H (1.070, 3.745, 4.282)
H (4.752, 1.935, 3.091)
H (5.951, 4.022, 3.612)
H (2.074, 0.623, -2.458)
H (4.581, 0.950, -2.354)
H (5.552, 1.484, -0.098)
N (-2.808, -1.846, -0.261)
C (-2.833, -2.879, 0.244)
C (-2.864, -4.169, 0.873)
C (-1.977, -5.153, 0.439)
C (-1.991, -6.392, 1.057)
C (-2.880, -6.640, 2.096)
C (-3.759, -5.655, 2.524)
C (-3.757, -4.411, 1.914)
H (-1.292, -4.945, -0.373)
H (-1.313, -7.167, 0.727)
H (-2.889, -7.610, 2.573)
H (-4.449, -5.856, 3.331)
H (-4.441, -3.637, 2.233)

Forces on atoms 1 to 2 (eV/Å):
0.5 0.9 0.1
0.1 0.2 0.0

Atom charges from the Löwdin analysis, given in e for atoms 1 to 8: 0.987, -0.004, -0.272, -0.030, -0.180, -0.163, -0.114, -0.172

=====

# 5
The molecule C4H6O2. Source: OMol25; level of theory: ωB97M-V/def2-TZVPD.

The HOMO-LUMO gap is 0.364 Ha. The energy above the lowest of the compared OMol25 structures with the same formula, charge and spin is 51.3 kcal/mol. Its charge is 0. The value obtained for the max |F| is 0.3 eV Å⁻¹. For the LUMO energy, the calculation gives 0.038 Ha.

Cartesian coordinates (Å):
O (-0.466, 0.861, -1.694)
C (0.086, 1.522, -0.652)
C (0.520, 0.953, 0.476)
C (0.413, -0.499, 0.755)
C (-0.683, -1.391, 0.349)
O (0.545, -1.389, -0.376)
H (-0.178, -0.069, -1.616)
H (0.146, 2.594, -0.822)
H (1.066, 1.558, 1.192)
H (0.946, -0.823, 1.649)
H (-0.844, -2.299, 0.928)
H (-1.552, -1.018, -0.190)

Forces on atoms 1 to 2 (eV/Å):
0.1 -0.2 0.0
0.1 0.1 0.2

Atom charges from the natural (NBO) analysis, given in e for atoms 1 to 8: -0.686, 0.194, -0.382, 0.029, -0.115, -0.516, 0.497, 0.183

=====

# 6
C18H38HfN3OPSSi as an isolated structure at a distorted geometry. Source: OMol25; level of theory: ωB97M-V/def2-TZVPD.

The HOMO-LUMO gap is 0.241 Ha. Its charge is 0. The value obtained for the max |F| is 12.1 eV Å⁻¹. For the LUMO energy, the calculation gives 0.006 Ha.

Cartesian coordinates (Å):
Hf (-0.002, 0.001, -1.002)
Si (0.154, -2.205, -2.322)
P (0.515, 1.181, -3.109)
N (-1.750, 0.084, -1.210)
H (0.647, 1.470, -0.220)
C (0.841, 3.008, -3.066)
H (0.989, 3.436, -4.074)
H (1.737, 3.190, -2.448)
H (-0.013, 3.500, -2.572)
C (1.951, 0.573, -4.106)
H (2.092, 1.178, -5.019)
H (1.765, -0.478, -4.381)
H (2.865, 0.616, -3.492)
C (-0.882, 1.064, -4.309)
H (-0.653, 1.593, -5.251)
H (-1.783, 1.501, -3.847)
H (-1.076, -0.002, -4.510)
C (1.882, -3.038, -2.502)
H (2.329, -3.244, -1.512)
H (2.583, -2.375, -3.043)
H (1.819, -3.993, -3.055)
H (-0.718, -3.323, -1.771)
H (-0.349, -2.156, -3.758)
C (-3.099, -0.002, -1.442)
C (-5.366, 0.831, -1.100)
C (-3.993, 0.932, -0.860)
C (-3.615, -1.032, -2.269)
C (-4.990, -1.118, -2.504)
C (-5.871, -0.191, -1.922)
H (-6.051, 1.555, -0.645)
H (-3.580, 1.723, -0.226)
H (-2.913, -1.748, -2.707)
H (-5.380, -1.916, -3.145)
H (-6.948, -0.264, -2.108)
C (3.199, -0.151, -0.258)
O (2.202, -0.392, -0.962)
C (3.059, 0.511, 1.080)
H (3.976, 1.047, 1.375)
H (2.848, -0.250, 1.854)
H (2.173, 1.178, 1.020)
C (4.567, -0.507, -0.780)
H (5.161, 0.416, -0.923)
H (4.486, -1.051, -1.732)
H (5.114, -1.121, -0.041)
C (1.019, 2.072, 5.425)
C (-0.195, 1.603, 4.631)
N (0.193, 1.261, 3.277)
C (-0.002, 0.001, 2.618)
S (-0.002, 0.001, 0.998)
N (-0.196, -1.261, 3.274)
C (0.204, -1.607, 4.624)
C (-1.005, -2.077, 5.428)
H (1.778, 1.265, 5.494)
H (0.707, 2.361, 6.450)
H (1.481, 2.953, 4.931)
H (-0.709, 0.777, 5.146)
H (-0.934, 2.432, 4.586)
H (0.518, 2.052, 2.698)
H (-0.527, -2.048, 2.695)
H (0.940, -2.438, 4.571)
H (0.723, -0.783, 5.137)
H (-1.472, -2.956, 4.936)
H (-0.683, -2.369, 6.450)
H (-1.761, -1.269, 5.507)

Forces on atoms 1 to 2 (eV/Å):
2.9 -0.8 -7.8
0.1 -1.9 -1.2

Atom charges from the Löwdin analysis, given in e for atoms 1 to 8: 0.266, 0.417, 0.706, -0.253, -0.091, -0.280, 0.041, 0.033

=====

# 7
An isolated ion of composition C2H3ClNO4S and charge -1 at a distorted geometry. Source: OMol25; level of theory: ωB97M-V/def2-TZVPD.

The HOMO-LUMO gap is 0.333 Ha. The energy above the lowest of the compared OMol25 structures with the same formula, charge and spin is 5.5 kcal/mol. Its charge is -1. The value obtained for the max |F| is 3.7 eV Å⁻¹. For the LUMO energy, the calculation gives 0.123 Ha.

Cartesian coordinates (Å):
C (1.283, -0.707, -0.426)
C (0.244, 0.418, -0.606)
N (-0.541, 0.509, -1.591)
Cl (-0.287, -0.609, -2.832)
O (0.127, 1.228, 0.439)
S (-1.201, 0.611, 1.384)
O (-2.322, 0.575, 0.498)
O (-1.341, 1.606, 2.404)
O (-0.675, -0.720, 1.675)
H (1.531, -0.663, 0.724)
H (2.355, -0.611, -0.978)
H (0.827, -1.636, -0.692)

Forces on atoms 1 to 2 (eV/Å):
2.8 1.6 1.8
2.2 -2.1 -0.6

Atom charges from the natural (NBO) analysis, given in e for atoms 1 to 8: -0.719, 0.551, -0.449, 0.056, -0.709, 2.538, -0.982, -0.975

=====

# 8
An isolated ion of composition C2H3N2O2 and charge +1 at a distorted geometry. Source: OMol25; level of theory: ωB97M-V/def2-TZVPD.

The HOMO-LUMO gap (alpha / beta) is 0.346 / 0.346 Ha. The energy above the lowest of the compared OMol25 structures with the same formula, charge and spin is 113.4 kcal/mol. Its charge is +1. The value obtained for the max |F| is 3.5 eV Å⁻¹. For the LUMO energy (alpha / beta), the calculation gives -0.218 / -0.218 Ha.

Cartesian coordinates (Å):
O (2.349, 0.389, 0.091)
N (1.176, 0.203, 0.041)
N (0.410, -0.863, 0.174)
C (-0.881, -0.472, 0.088)
C (-0.892, 0.854, -0.196)
O (0.372, 1.293, -0.173)
H (0.941, -1.711, 0.124)
H (-1.715, -1.235, 0.256)
H (-1.760, 1.541, -0.406)

Forces on atoms 1 to 2 (eV/Å):
-0.6 -1.1 0.0
1.0 1.9 -0.2

Atom charges from the natural (NBO) analysis, given in e for atoms 1 to 8: -0.205, 0.586, -0.293, -0.099, 0.109, -0.185, 0.483, 0.307